Entry 1:
The following is a quantum chemistry calculation of a molecular structure, C35H37BrP2Ti at a distorted geometry, from the Open Molecules 2025 dataset.

Geometry (Å):
Ti -2.367 1.964 -0.563
C 2.101 -2.147 2.611
C 2.791 -1.094 2.154
C 3.999 -1.193 1.260
C 3.960 -2.278 0.153
C 2.630 -2.511 -0.525
C 1.725 -3.415 -0.128
C 1.832 -4.249 1.108
C 2.474 -3.581 2.353
C -3.324 2.207 -2.433
H 1.234 -1.995 3.262
H 2.522 -0.082 2.478
H 4.920 -1.372 1.848
H 4.148 -0.213 0.780
H 4.670 -1.967 -0.635
H 4.353 -3.215 0.573
H 2.480 -1.923 -1.441
H 0.876 -3.677 -0.764
H 2.398 -5.175 0.901
H 0.816 -4.575 1.370
H 2.147 -4.171 3.224
H 3.561 -3.710 2.277
H -4.406 2.054 -2.259
H -2.973 1.643 -3.309
H -3.127 3.286 -2.593
P -0.397 1.868 0.960
P -1.208 0.259 -1.698
C 0.723 0.696 0.200
C 0.406 0.049 -0.938
C 0.585 3.353 1.378
C 1.970 3.301 1.590
C 2.684 4.474 1.854
C 2.033 5.710 1.871
C 0.652 5.770 1.644
C -0.071 4.598 1.412
C -0.839 1.104 2.584
C -1.647 -0.043 2.569
C -2.306 -0.440 3.731
C -2.014 0.177 4.950
C -1.092 1.228 4.991
C -0.512 1.700 3.810
C -0.758 0.529 -3.450
C -0.199 1.763 -3.818
C 0.013 2.047 -5.166
C -0.272 1.081 -6.136
C -0.819 -0.151 -5.767
C -1.081 -0.423 -4.424
C -2.107 -1.317 -1.602
C -3.504 -1.360 -1.671
C -4.149 -2.600 -1.675
C -3.404 -3.781 -1.578
C -2.013 -3.724 -1.440
C -1.369 -2.491 -1.444
H 1.635 0.517 0.769
H 1.108 -0.569 -1.501
H 2.494 2.349 1.553
H 3.756 4.415 2.041
H 2.599 6.626 2.047
H 0.141 6.735 1.651
H -1.153 4.642 1.260
H -1.820 -0.594 1.641
H -3.050 -1.236 3.685
H -2.489 -0.173 5.868
H -0.831 1.689 5.943
H 0.173 2.548 3.831
H 0.035 2.518 -3.063
H 0.408 3.018 -5.464
H -0.068 1.284 -7.185
H -1.046 -0.909 -6.515
H -1.546 -1.357 -4.119
H -4.082 -0.433 -1.707
H -5.236 -2.642 -1.756
H -3.906 -4.748 -1.608
H -1.424 -4.637 -1.336
H -0.296 -2.408 -1.314
Br -4.151 1.382 0.842

Cartesian forces (eV/Å) of the 2 atoms listed first:
-3.825 1.466 0.494
0.078 0.426 -0.039

Summary:
- E_tot (eV) = -148613.5288
- charge = +2
- energy above the lowest of the compared OMol25 structures with the same formula, charge and spin (eV) = 0.000
- spin multiplicity = 1
- Kohn-Sham gap (Ha) = 0.190

Entry 2:
The following is a quantum chemistry calculation of 5 unconnected molecules or ions with the total composition C35H37Cl2F32N2O9P3 at a distorted geometry, from the Open Molecules 2025 dataset.

Geometry (Å):
C -3.540 -8.737 -7.289
C -2.649 -7.461 -7.016
Cl -1.155 -8.121 -6.150
C -3.297 -6.420 -6.026
C -3.888 -5.105 -6.686
C -4.900 -5.449 -7.832
C -6.394 -5.637 -7.175
C -6.664 -7.124 -6.583
O -7.275 -6.519 -7.900
N -4.587 -4.505 -5.498
C -3.750 -3.742 -4.644
O -3.950 -3.459 -3.504
C -2.517 -3.323 -5.587
P -1.050 -3.966 -4.602
O -0.556 -2.970 -3.584
P -2.416 -1.468 -5.277
O -1.155 -0.883 -5.851
C -2.873 -3.896 -7.007
C -3.509 -2.622 -7.734
C -4.923 -2.299 -7.567
C -5.442 -1.107 -8.206
C -4.490 -0.316 -8.952
C -3.139 -0.794 -9.024
N -2.630 -1.894 -8.445
P -1.431 -4.273 -8.227
O -0.428 -5.431 -7.528
Cl -2.335 -5.149 -9.956
H -4.437 -8.511 -7.900
H -3.774 -9.174 -6.287
H -2.854 -9.476 -7.779
H -2.300 -7.041 -7.980
H -2.577 -6.230 -5.203
H -4.169 -6.949 -5.554
H -4.722 -6.415 -8.346
H -5.010 -4.667 -8.614
H -6.837 -4.763 -6.597
H -6.294 -7.991 -7.170
H -7.658 -7.383 -6.164
H -5.069 -5.161 -4.881
H -1.417 -5.129 -3.843
H 0.067 -4.335 -5.393
H -3.567 -0.756 -5.744
H -2.379 -1.219 -3.869
H -5.627 -2.910 -6.980
H -6.489 -0.764 -8.129
H -4.783 0.626 -9.450
H -2.427 -0.164 -9.605
H -0.080 -5.958 -8.273
F -1.854 -1.160 1.363
C -2.075 -0.724 0.109
F -1.373 0.433 -0.030
C -3.555 -0.474 -0.186
F -4.035 0.553 0.554
F -3.644 -0.074 -1.486
C -4.495 -1.684 -0.030
O -5.202 -1.817 1.204
C -4.541 -2.406 2.281
F -3.424 -3.020 1.848
F -5.355 -3.386 2.734
C -4.272 -1.422 3.424
F -3.593 -0.337 3.004
F -3.528 -2.012 4.387
H -1.654 -1.453 -0.591
H -5.286 -1.541 -0.767
H -4.013 -2.619 -0.318
H -5.212 -1.083 3.867
F 0.752 4.375 2.033
C 0.759 3.032 2.140
F 0.830 2.754 3.466
C 1.927 2.381 1.394
F 3.114 2.711 1.954
F 1.809 1.032 1.543
C 1.989 2.664 -0.123
O 2.844 3.732 -0.547
C 2.364 5.038 -0.490
F 1.030 5.027 -0.313
F 2.573 5.573 -1.713
C 3.095 5.894 0.551
F 3.061 5.335 1.777
F 2.519 7.115 0.654
H -0.198 2.648 1.775
H 2.430 1.777 -0.580
H 0.996 2.739 -0.570
H 4.143 6.027 0.271
F 4.910 5.095 5.939
C 4.766 4.715 4.652
F 4.585 3.374 4.658
C 5.978 5.077 3.793
F 7.072 4.378 4.172
F 5.703 4.681 2.519
C 6.341 6.572 3.724
O 7.358 7.044 4.609
C 6.994 7.363 5.916
F 5.653 7.443 6.009
F 7.460 8.610 6.146
C 7.604 6.411 6.952
F 7.303 5.125 6.691
F 7.124 6.690 8.190
H 3.855 5.169 4.253
H 6.768 6.729 2.732
H 5.457 7.212 3.751
H 8.692 6.508 6.968
F 3.700 3.815 9.890
C 4.809 3.675 9.134
F 4.482 2.840 8.118
C 5.995 3.110 9.917
F 5.759 1.836 10.306
F 7.053 3.050 9.058
C 6.462 3.925 11.137
O 5.976 3.532 12.421
C 4.717 3.984 12.814
F 4.314 4.976 11.997
F 4.880 4.546 14.032
C 3.689 2.853 12.928
F 3.589 2.148 11.785
F 2.462 3.359 13.195
H 5.058 4.647 8.698
H 7.539 3.762 11.207
H 6.354 5.000 10.979
H 3.965 2.163 13.729

Cartesian forces (eV/Å) of the 2 atoms listed first:
1.427 0.268 0.554
-0.413 -0.788 0.401

Summary:
- E_tot (eV) = -198169.9506
- spin multiplicity = 1
- Kohn-Sham gap (Ha) = 0.322
- structure (SMILES) = C[C@H](Cl)C[C@@]1(C[C@@H]2CO2)NC(=O)C([PH2]=O)([PH2]=O)[C@@]1(c1ccccn1)P(O)Cl.FC(F)C(F)(F)COC(F)(F)C(F)F.FC(F)C(F)(F)COC(F)(F)C(F)F.FC(F)C(F)(F)COC(F)(F)C(F)F.FC(F)C(F)(F)COC(F)(F)C(F)F